(1)
DFT (wB97M-V/def2-TZVPD) results for a structure of composition C3H17FeN4O6.

Structure (XYZ):
```
31
Properties=species:S:1:pos:R:3:forces:R:3
Fe 5.25665 12.28379 25.11998 -0.552 1.900 -2.055
O 5.81356 13.45730 23.56579 0.137 -1.254 1.188
O 4.02602 10.88074 24.12424 -0.742 -1.587 -0.318
O 3.39133 13.60997 25.51093 -0.271 -0.365 0.788
O 6.76403 13.12153 26.39789 0.082 0.249 0.780
O 4.35746 11.27702 26.83724 0.045 -0.234 0.679
O 6.72466 10.92456 24.67106 1.370 -0.968 -0.082
N 3.38802 10.33569 22.02145 0.020 -0.373 0.626
N 1.94379 10.01372 23.77254 -0.536 -0.463 -0.425
N 2.14403 14.74476 27.05949 -0.068 -0.233 0.297
N 1.13823 13.42448 25.47128 -0.053 -0.063 -0.006
C 2.29060 13.89504 25.99572 1.001 0.617 -0.672
C 3.19000 10.34986 23.36461 0.396 2.280 -0.085
C 5.67955 13.49642 22.18824 -1.450 1.121 0.344
H 6.66080 13.95207 26.88193 0.003 -0.007 -0.275
H 1.42421 15.44428 27.04619 -0.180 -0.085 0.119
H 1.23498 9.88141 23.07388 -0.036 -0.254 0.003
H 2.95569 14.96207 27.60759 0.182 0.178 -0.310
H 1.66630 9.80311 24.71050 0.404 0.175 0.233
H 0.27869 13.86057 25.75120 -0.217 -0.219 -0.111
H 4.36310 11.55044 27.76375 0.107 0.055 -0.165
H 6.71930 9.96899 24.53441 -0.224 0.123 0.016
H 4.93978 14.27848 21.92659 0.052 0.063 -0.022
H 5.19652 12.61753 21.73195 0.570 -0.431 -0.042
H 7.49483 11.25559 24.18410 -0.301 0.210 0.066
H 4.24535 10.71626 21.65959 -0.012 0.067 0.027
H 2.72719 9.91450 21.39875 0.041 -0.113 -0.165
H 1.21218 12.97316 24.57493 -0.124 0.145 -0.031
H 6.56925 13.82762 21.64617 0.347 -0.547 0.065
H 7.41476 12.61336 26.89983 -0.068 -0.045 -0.200
H 3.69935 10.57564 26.77932 0.075 0.058 -0.268
```
Positions in Å, forces in eV/Å.

Properties
- multiplicity = 5
- HOMO (spin up / spin down) (Ha) = -0.37713 / -0.37552
- Kohn-Sham gap (spin up / spin down) (eV) = 7.44 / 7.39
- charge = +1
- F_max (eV Å⁻¹) = 2.85

These are the Löwdin partial charges, in e, on atoms 1 to 4:
1. Fe 0.7573
2. O -0.3889
3. O -0.0435
4. O -0.0082


(2)
DFT (wB97M-V/def2-TZVPD) results for a cluster of 2 separate species, C5H14 in total.

Structure (XYZ):
```
19
Properties=species:S:1:pos:R:3:forces:R:3
C -2.43892 1.95914 1.30316 -0.165 -0.501 1.215
C 0.67770 -2.55355 -0.44211 -1.036 0.237 0.915
C 2.03040 -0.62561 -1.42532 -0.002 0.512 0.408
C -1.03258 1.98773 0.75502 0.430 -0.145 -0.721
C 0.95323 -1.04840 -0.39955 1.375 -0.020 -0.823
H 2.06432 0.46541 -1.52524 -0.301 -0.101 -0.258
H -0.77811 2.95764 0.31783 0.094 0.152 0.563
H -2.68654 1.00054 1.77916 0.009 -0.247 -0.739
H 3.02329 -0.83757 -1.02780 0.055 -0.484 -0.147
H -3.22918 2.25350 0.62257 -0.007 -0.005 -0.161
H -2.49755 2.56559 2.20821 0.007 0.673 -0.266
H 0.06397 -0.44536 -0.52211 -0.217 -0.089 -0.069
H -0.33059 1.67957 1.53302 0.116 0.387 -0.066
H 1.91490 -1.09556 -2.40036 -0.031 0.081 -0.051
H -0.37938 -2.73567 -0.22911 -0.098 0.038 -0.155
H 1.15707 -3.04215 0.40476 0.485 -0.288 -0.378
H 0.87387 -3.03474 -1.39668 0.354 0.033 0.028
H -0.82240 1.32061 -0.08820 -0.533 -0.208 0.195
H 1.43649 -0.77112 0.53275 -0.537 -0.027 0.511
```
Positions in Å, forces in eV/Å.

Properties
- HOMO (Ha) = -0.41120
- Kohn-Sham gap (eV) = 12.28
- F_max (eV Å⁻¹) = 1.60

These are the Löwdin partial charges, in e, on atoms 1 to 4:
1. C -0.1757
2. C -0.1169
3. C -0.1244
4. C -0.1764


(3)
DFT (wB97M-V/def2-TZVPD) results for a structure of composition C5H8O.

Structure (XYZ):
```
14
Properties=species:S:1:pos:R:3:forces:R:3
O 2.98303 -0.28046 0.56069 0.072 -0.062 -0.139
C 0.95745 0.21162 -0.58691 0.145 0.111 0.271
C -0.25883 1.01588 0.79185 -0.126 0.327 -0.281
C 1.77057 -0.24654 0.49488 -0.427 -0.257 0.296
C -1.36165 -0.91815 -0.49892 -0.155 -0.104 0.029
C -0.52185 0.33203 -0.46417 -0.316 0.029 -0.056
H -0.97420 -1.66056 0.20486 -0.091 0.103 -0.038
H -0.82088 1.07638 -1.20482 -0.038 -0.220 -0.239
H -0.01206 2.05971 0.87897 -0.227 0.182 -0.389
H 1.12286 -0.48762 1.36472 0.428 -0.725 0.211
H 1.42593 0.46198 -1.54582 0.028 0.717 0.555
H -1.31081 -1.34965 -1.50212 -0.107 -0.026 0.131
H -2.40147 -0.69298 -0.25131 0.004 -0.099 -0.033
H -0.58881 0.54191 1.72699 0.808 0.024 -0.319
```
Positions in Å, forces in eV/Å.

Properties
- HOMO (Ha) = -0.31939
- Kohn-Sham gap (eV) = 8.51
- F_max (eV Å⁻¹) = 0.91

These are the Löwdin partial charges, in e, on atoms 1 to 4:
1. O 0.0044
2. C -0.0197
3. C 0.0845
4. C -0.3841


(4)
DFT (wB97M-V/def2-TZVPD) results for a structure of composition C20H26F6FeN2O8Si.

Structure (XYZ):
```
64
Properties=species:S:1:pos:R:3:forces:R:3
Fe -1.40296 0.15063 -0.55801 0.133 0.131 0.205
Si 0.91116 -2.12951 -0.87754 -0.035 0.187 -0.042
F -4.75902 -1.84840 1.62844 -0.003 -0.196 -0.044
F -5.84124 0.84993 -0.61044 -0.139 0.128 0.061
F -3.92447 0.64979 -1.58165 0.050 -0.035 0.145
F -5.01249 -1.10453 -0.95434 0.050 -0.161 0.013
F -4.13842 -0.34833 3.03724 0.080 0.022 0.155
F -5.99174 -0.10920 1.95623 -0.152 0.063 0.016
O 0.53927 -0.48836 -0.49968 0.124 -0.176 -0.017
O 2.56374 -0.21245 0.40790 -0.060 -0.012 0.094
O -0.78321 1.83098 -1.00877 0.103 0.129 -0.192
O 3.88578 5.84753 0.01940 -0.042 0.013 -0.051
O -1.86657 4.09023 -1.41081 0.032 0.166 -0.027
O -2.72562 -0.39989 0.61964 -0.467 -0.111 0.041
O -0.60832 5.84893 -1.44774 0.017 -0.209 -0.007
O 4.84051 4.02730 0.62544 0.002 -0.056 -0.023
N -0.76605 4.63101 -1.27327 -0.093 0.120 0.048
N 3.88119 4.64270 0.19447 -0.101 -0.050 0.066
C -0.41079 -2.75177 1.53603 -0.023 0.009 0.038
C -3.94466 0.22954 0.75314 0.174 -0.024 -0.032
C 1.56534 4.59861 -0.59119 -0.219 -0.052 -0.054
C 0.30858 2.47322 -0.72656 -0.185 -0.097 -0.034
C 1.47282 1.77988 -0.24867 0.192 -0.023 0.082
C 2.57007 -2.30066 -1.70170 0.079 -0.024 -0.031
C 0.04411 -3.64638 -3.08355 -0.087 -0.026 -0.009
C -0.49645 -1.23804 -3.14657 -0.019 0.046 -0.091
C 2.64714 3.88954 -0.11919 0.287 0.136 0.051
C 2.65388 2.53006 0.07945 -0.203 -0.036 -0.049
C 2.04913 -3.17403 1.48999 0.037 -0.035 -0.024
C -4.70553 0.14730 -0.59281 0.060 0.039 -0.106
C -0.42141 -2.46036 -2.21543 0.026 -0.038 -0.073
C 0.52907 -4.68073 0.24244 0.009 -0.067 0.049
C 0.75865 -3.21948 0.65947 -0.006 -0.011 0.028
C -4.71909 -0.53299 1.84612 0.019 0.098 -0.099
C -1.83636 -2.77501 -1.70988 -0.032 -0.037 -0.013
C 0.37072 3.87486 -0.87283 0.167 0.117 0.041
C -3.80622 1.69966 1.15029 -0.031 0.050 -0.008
C 1.59619 0.37818 -0.05271 0.115 -0.141 -0.083
H -0.29109 -1.71465 1.85899 0.029 -0.027 -0.019
H 1.59224 5.66273 -0.72424 0.014 0.065 -0.007
H 0.50794 -5.30974 1.14051 0.003 0.022 -0.030
H 2.62051 -1.71173 -2.62140 0.003 -0.007 0.038
H 2.74579 -3.34790 -1.96723 -0.001 0.041 0.015
H -1.87840 -3.72685 -1.18010 -0.002 -0.013 -0.019
H 0.97526 -3.42793 -3.60962 -0.026 0.016 0.026
H 1.33300 -5.05978 -0.39723 -0.025 0.034 0.027
H 3.52465 2.02033 0.45207 0.019 -0.009 0.007
H -4.77195 2.17418 1.32331 0.013 -0.023 -0.001
H 3.36038 -1.96079 -1.03471 -0.027 -0.022 -0.043
H -3.21026 1.74940 2.05880 0.006 -0.002 0.003
H -3.28210 2.24663 0.36426 0.004 -0.004 -0.029
H 2.91288 -3.52343 0.91603 -0.048 0.013 0.025
H -0.95724 -0.34462 -2.70574 -0.002 -0.052 0.008
H -0.45821 -3.36971 2.44055 -0.014 0.003 -0.030
H -0.41846 -4.82890 -0.27705 0.036 0.005 0.009
H 1.93294 -3.83922 2.35476 0.024 0.045 -0.017
H -2.52364 -2.84222 -2.56147 0.026 0.000 0.017
H -1.37855 -2.82773 1.03510 0.033 0.009 0.009
H 0.48665 -0.91707 -3.49987 -0.017 -0.030 0.009
H -0.72059 -3.86038 -3.83974 0.030 0.006 0.015
H 2.27534 -2.16998 1.84312 -0.010 0.032 -0.006
H -1.11059 -1.47946 -4.02122 0.037 -0.019 0.008
H -2.26469 -2.03857 -1.02157 0.044 0.040 -0.031
H 0.19182 -4.55902 -2.50181 -0.009 0.039 -0.010
```
Positions in Å, forces in eV/Å.

Properties
- multiplicity = 6
- HOMO (spin up / spin down) (Ha) = -0.09288 / -0.21953
- Kohn-Sham gap (spin up / spin down) (eV) = 4.80 / 8.23
- charge = -1
- F_max (eV Å⁻¹) = 0.48

These are the Löwdin partial charges, in e, on atoms 1 to 4:
1. Fe 0.9079
2. Si 0.6391
3. F 0.1607
4. F 0.1611


(5)
DFT (wB97M-V/def2-TZVPD) results for a cluster of 4 separate species, C16H20F12O8 in total.

Structure (XYZ):
```
56
Properties=species:S:1:pos:R:3:forces:R:3
F -16.48803 -6.76618 11.24912 -0.315 0.018 -0.628
F -18.02357 -7.75906 12.42574 0.081 -0.147 -0.706
F -13.19543 -1.32870 12.19766 0.207 -0.291 0.806
F -14.93860 -0.49460 11.27492 0.237 -0.875 0.018
F -20.72130 -3.09232 21.88564 0.986 0.236 0.281
F -16.97092 -8.88468 10.85459 -0.231 0.646 0.044
F -18.68249 -3.40846 21.03940 1.563 1.141 0.631
F -19.40354 -9.87907 21.28600 -2.150 0.625 0.511
F -15.12606 -2.48207 12.21572 1.603 1.265 -0.872
F -17.90593 -8.93999 20.03158 -0.187 -0.439 0.503
F -17.87759 -11.06417 20.51412 0.727 -0.479 -0.413
F -20.04872 -4.99999 21.18081 -0.102 -0.770 0.162
O -20.69844 -2.07428 19.41624 0.235 -3.205 0.213
O -16.46952 -8.56781 22.18023 0.550 -0.431 -1.242
O -14.77924 -8.98124 12.48906 -2.350 1.243 0.267
O -14.01583 -1.65055 9.09785 -0.934 0.575 2.354
O -15.97103 -7.76356 14.00920 -0.935 0.191 -2.329
O -17.49515 -10.23884 23.31806 0.278 0.816 -2.522
O -13.39296 -3.53611 10.29451 -0.802 3.164 -0.364
O -20.69747 -4.28473 18.70764 1.234 -0.048 3.788
C -12.23084 -2.02804 7.60441 0.076 -0.435 0.023
C -15.44647 -8.28394 23.18685 0.274 -0.329 1.276
C -19.93676 -3.69321 20.97291 -2.664 -1.275 -0.837
C -21.18351 -4.11632 17.42420 0.159 4.388 -0.303
C -13.80194 -2.37330 10.21812 -0.023 -3.010 -1.224
C -21.01734 -5.27372 16.62704 -0.881 -3.188 -1.034
C -14.26751 -1.64711 11.50527 -1.523 0.108 -0.283
C -15.39850 -6.87300 16.14647 -1.191 -0.113 0.224
C -15.76875 -8.31645 12.77595 3.421 -1.268 2.052
C -16.85754 -7.93065 11.77632 0.132 -0.156 1.199
C -20.51651 -3.28133 19.61540 -0.577 2.726 -2.787
C -15.21719 -8.02969 15.17243 0.607 -0.156 1.146
C -13.74662 -2.13257 7.81626 1.698 -0.561 -1.650
C -18.15252 -9.85806 20.99552 1.755 0.250 -0.321
C -14.31444 -7.31862 22.69701 -2.007 -0.468 -0.530
C -17.31394 -9.61076 22.27874 0.686 0.337 3.275
H -21.62183 -6.04864 17.09842 0.032 -0.555 -0.372
H -21.45309 -5.04356 15.65481 0.098 -0.252 -0.125
H -20.00882 -5.66680 16.49861 0.061 0.371 0.120
H -14.17179 -3.11887 7.63039 0.354 -0.305 0.518
H -15.64087 -8.92827 15.62093 -0.016 -0.093 0.040
H -14.85163 -6.45761 22.29928 0.380 0.247 -0.141
H -20.61040 -3.34384 16.91143 0.071 0.675 0.348
H -16.45435 -6.79094 16.40441 -0.242 -0.124 -0.084
H -14.93568 -7.11225 17.10389 0.442 0.160 -0.190
H -13.63358 -6.97951 23.47773 -0.301 -0.325 0.192
H -13.74491 -7.78498 21.89312 -0.022 0.016 0.059
H -22.20132 -3.73040 17.48092 -0.201 -0.260 -0.088
H -11.84911 -1.02379 7.78843 -0.402 0.173 0.105
H -14.99192 -9.18811 23.59176 -0.161 -0.480 -0.603
H -11.71728 -2.68163 8.30951 0.087 -0.165 -0.221
H -15.16404 -5.87102 15.78707 0.636 -0.280 -0.161
H -11.94180 -2.25456 6.57813 -0.077 -0.313 0.049
H -16.01311 -7.94511 24.05416 0.175 0.674 -0.056
H -14.15165 -8.22934 15.05907 -0.047 0.089 -0.868
H -14.19479 -1.53589 7.02176 -0.505 0.659 0.749
```
Positions in Å, forces in eV/Å.

Properties
- HOMO (Ha) = -0.41142
- Kohn-Sham gap (eV) = 11.52
- F_max (eV Å⁻¹) = 4.40

These are the Löwdin partial charges, in e, on atoms 1 to 4:
1. F 0.1833
2. F 0.1592
3. F 0.1888
4. F 0.1463


no.,DFT total energy (Ha)
1,-2058.56087
2,-198.87232
3,-270.43023
4,-3641.58200
5,-2421.97847